A structure of composition C40H32AsN5O4Sm in a non-equilibrium geometry, computed with the ωB97M-V functional and the def2-TZVPD basis.

Properties
- HOMO level (alpha / beta): -4.853 / -4.861 eV
- Net charge: -1
- Energy: -136386.523 eV
- Relative energy (zero: lowest compared OMol25 entry of this formula, charge and spin): 12.87 kcal per mole
- 2S+1: 6
- Expectation value of S²: 8.759

Each line ends with the Mulliken spin population.
Atoms and positions in Å:
Sm -1.675 -0.422 0.587  5.04
C -5.853 -1.112 -0.285  0.00
O -6.395 -0.873 1.016  0.00
C -5.857 0.070 1.839  0.00
C -6.659 0.465 2.889  0.00
C -6.228 1.400 3.836  0.00
C -4.965 1.931 3.710  0.00
C -4.125 1.529 2.665  0.00
C -2.789 2.106 2.618  0.00
N -1.822 1.697 1.893  0.00
N -0.676 2.478 2.026  0.00
C 0.219 2.211 1.124  0.00
O 0.129 1.338 0.177  -0.01
C 1.486 3.016 1.261  0.00
C 1.823 3.673 2.445  0.00
C 3.005 4.397 2.534  0.00
C 3.862 4.488 1.440  0.00
C 3.524 3.848 0.256  0.00
C 2.345 3.113 0.173  0.00
C -4.554 0.608 1.686  0.00
O -3.778 0.283 0.696  0.00
H -4.855 -1.531 -0.249  0.00
H -5.821 -0.196 -0.878  0.00
H -6.539 -1.820 -0.748  0.00
H -7.646 0.019 2.956  0.00
H -6.884 1.700 4.644  0.00
H -4.595 2.657 4.427  0.00
H -2.591 2.966 3.254  0.00
H 1.143 3.599 3.284  0.00
H 3.260 4.898 3.463  0.00
H 4.784 5.055 1.511  0.00
H 4.182 3.911 -0.604  0.00
H 2.076 2.613 -0.747  0.00
C -1.713 -1.620 3.063  -0.01
C -2.925 -2.004 2.454  -0.01
C -2.623 -2.920 1.425  -0.01
C -1.226 -3.126 1.420  -0.01
C -0.663 -2.326 2.428  0.00
H -1.620 -0.996 3.937  0.00
H -3.911 -1.716 2.781  0.00
H -3.342 -3.447 0.816  0.00
H -0.688 -3.809 0.782  0.00
H 0.379 -2.304 2.704  0.00
N -2.718 -1.832 -6.135  0.00
C -2.257 -1.437 -5.144  0.00
N -1.651 -0.954 -4.083  0.00
C -1.971 -0.933 -2.854  0.00
N -2.151 -0.844 -1.699  0.00
O 0.261 -1.273 -0.125  -0.01
As 1.587 -0.798 -1.007  0.00
C 2.284 -2.505 -1.600  0.00
C 1.328 -3.486 -1.866  0.00
C 1.731 -4.756 -2.258  0.00
C 3.084 -5.055 -2.373  0.00
C 4.035 -4.082 -2.097  0.00
C 3.636 -2.808 -1.710  0.00
C 1.411 0.198 -2.640  0.00
C 2.186 -0.231 -3.717  0.00
C 2.103 0.435 -4.932  0.00
C 1.234 1.508 -5.077  0.00
C 0.452 1.920 -4.006  0.00
C 0.537 1.274 -2.782  0.00
C 2.964 -0.072 0.086  0.00
C 2.739 -0.004 1.456  0.00
C 3.732 0.506 2.279  0.00
C 4.940 0.926 1.735  0.00
C 5.160 0.843 0.365  0.00
C 4.165 0.350 -0.466  0.00
H 0.277 -3.256 -1.752  0.00
H 0.985 -5.513 -2.468  0.00
H 3.397 -6.049 -2.671  0.00
H 5.092 -4.314 -2.173  0.00
H 4.388 -2.063 -1.480  0.00
H 2.830 -1.094 -3.625  0.00
H 2.698 0.096 -5.772  0.00
H 1.153 2.012 -6.033  0.00
H -0.241 2.743 -4.125  0.00
H -0.067 1.589 -1.948  0.00
H 1.788 -0.323 1.862  0.00
H 3.556 0.589 3.344  0.00
H 5.709 1.332 2.379  0.00
H 6.097 1.186 -0.058  0.00
H 4.317 0.328 -1.541  0.00